# 1
This record from the Open Molecules 2025 dataset describes 8 unconnected molecules or ions with the total composition C8H32N16O8. The level of theory is the ωB97M-V functional and the def2-TZVPD basis.

Cartesian coordinates (Å):
N -2.936411 3.390842 -4.901521
C -2.462301 2.358975 -4.133694
N -1.114123 2.367739 -3.914387
O -3.202857 1.528225 -3.638302
H -2.376532 4.088731 -5.351382
H -3.927343 3.358439 -5.052222
H -0.560682 3.006548 -4.460507
H -0.629692 1.712956 -3.309627
N 0.557081 -0.324670 4.140127
C -0.248494 -1.119129 3.380130
N -0.670125 -2.260149 3.988531
O -0.633816 -0.778626 2.258954
H 0.744434 0.629920 3.901798
H 0.695230 -0.641088 5.083354
H -1.364302 -2.774134 3.481247
H -0.144076 -2.705603 4.717023
N -4.543174 -3.878307 0.904410
C -3.861088 -2.719738 0.621457
N -2.563078 -2.672747 1.075210
O -4.394136 -1.809404 0.012872
H -5.447845 -4.004535 0.490382
H -4.036906 -4.708304 1.159573
H -2.257347 -1.736525 1.328589
H -2.389194 -3.366511 1.785443
N -3.635862 0.224685 2.073080
C -3.880975 0.256263 3.435158
N -3.304300 1.319166 4.093754
O -4.502154 -0.622398 3.989234
H -4.249496 -0.380143 1.539405
H -3.426429 1.100074 1.618110
H -2.538984 1.762714 3.614588
H -3.218109 1.123993 5.076727
N 1.416074 0.509037 0.073413
C 0.368034 0.895364 -0.709397
N -0.840990 0.833827 -0.104465
O 0.534227 1.335235 -1.857429
H 1.155559 0.084407 0.948049
H 2.324224 0.409042 -0.340136
H -1.657425 1.110675 -0.619079
H -0.796848 0.454789 0.832658
N 1.389517 -2.676114 1.002738
C 1.994704 -3.893530 0.808749
N 3.359489 -3.814768 0.820558
O 1.364026 -4.923389 0.651794
H 1.873438 -1.804194 0.923259
H 0.390192 -2.688643 1.102955
H 3.770396 -2.900000 0.805818
H 3.853947 -4.662043 0.620329
N 3.749532 0.596317 -2.028337
C 4.394934 -0.296541 -1.229519
N 5.676536 0.001524 -0.858171
O 3.870642 -1.368207 -0.925187
H 2.813910 0.302992 -2.252575
H 4.032381 1.551239 -2.153225
H 6.097659 -0.572779 -0.154009
H 6.098757 0.850309 -1.185166
N 2.600531 2.566563 -3.321324
C 2.804005 3.892303 -3.157510
N 1.881500 4.520838 -2.353370
O 3.699057 4.518320 -3.699725
H 1.885788 2.096971 -2.759637
H 3.121635 1.978583 -3.942873
H 1.056785 4.030682 -2.054768
H 2.240868 5.333935 -1.891932

Forces on the atoms, in the same order (eV/Å):
N -0.347 -0.213 0.001
C 0.531 -0.227 0.564
N 0.167 0.544 -0.595
O -0.207 0.003 0.038
H 0.045 -0.050 0.033
H 0.004 0.161 -0.171
H 0.171 -0.114 0.171
H -0.428 0.072 -0.087
N 0.107 -0.858 0.290
C -0.279 0.750 0.060
N 0.041 0.292 -0.393
O 0.265 -0.081 0.274
H -0.014 -0.028 -0.183
H 0.183 0.468 0.120
H 0.090 -0.288 0.099
H -0.081 -0.065 0.019
N 0.407 -0.143 0.170
C -0.636 -0.261 -0.299
N -0.203 -0.070 0.227
O 0.041 0.346 0.157
H 0.018 0.120 -0.157
H -0.068 -0.022 -0.031
H 0.107 -0.182 -0.133
H 0.240 0.030 -0.013
N -0.188 0.338 0.208
C 0.268 -0.336 -1.021
N -0.202 -0.176 -0.016
O -0.160 -0.129 0.447
H 0.030 0.008 -0.113
H -0.072 -0.037 -0.007
H 0.109 0.077 0.296
H 0.190 0.310 0.089
N -0.816 0.275 0.130
C -0.139 0.458 -0.024
N 1.226 0.038 -0.100
O 0.153 -0.320 0.089
H 0.425 -0.127 0.046
H -0.024 -0.154 0.173
H -0.152 -0.195 0.092
H -1.036 -0.049 -0.074
N -0.398 -0.408 0.385
C 0.233 0.394 -0.250
N -0.620 -0.225 0.378
O 0.021 -0.102 0.281
H 0.086 -0.099 -0.182
H -0.012 0.210 -0.294
H 0.452 -0.203 -0.359
H 0.249 0.157 -0.165
N 0.523 -0.734 0.606
C 0.553 -0.891 -0.256
N -0.649 0.380 -0.270
O -0.067 0.421 0.468
H -0.079 0.253 -0.294
H -0.124 -0.021 0.050
H 0.167 0.027 -0.065
H 0.268 -0.023 0.231
N -1.065 -0.587 0.288
C 0.122 0.624 -0.692
N 0.184 -0.351 -0.190
O 0.395 -0.100 0.189
H 0.122 0.249 -0.257
H 0.213 0.571 -0.416
H 0.057 0.092 0.375
H -0.394 0.198 0.062

## Properties
Structure (SMILES)   NC(N)=O.NC(N)=O.NC(N)=O.NC(N)=O.NC(N)=O.NC(N)=O.NC(N)=O.NC(N)=O

***

# 2
This record from the Open Molecules 2025 dataset describes 2 unconnected molecules or ions with the total composition C2H2Cl4. The level of theory is the ωB97M-V functional and the def2-TZVPD basis.

Cartesian coordinates (Å):
C 0.078629 -0.219712 1.407617
C 0.026819 0.401912 -1.099709
Cl 1.134438 -1.563759 1.402906
Cl 0.629932 1.209776 2.147312
Cl -0.852255 -0.873170 -1.806312
Cl -0.741988 1.926447 -1.021435
H -0.963948 -0.458646 1.561554
H 1.079316 0.433862 -1.333325

Forces on the atoms, in the same order (eV/Å):
C 0.121 0.222 -1.403
C -0.206 -0.109 1.428
Cl 0.049 -0.111 0.090
Cl -0.001 0.091 0.117
Cl -0.046 -0.176 -0.126
Cl 0.010 0.097 -0.105
H -0.004 0.049 -0.069
H 0.076 -0.063 0.068

***

# 3
This record from the Open Molecules 2025 dataset describes 2 unconnected molecules or ions with the total composition C4H14NO. The level of theory is the ωB97M-V functional and the def2-TZVPD basis.

Cartesian coordinates (Å):
C -0.946261 1.693272 0.236828
C 0.402365 1.003603 0.306547
N 0.116785 -0.652289 0.381399
C 0.457068 -1.094523 1.768286
C 1.088393 1.338745 -1.041398
H -1.240338 2.219846 1.141593
H -1.766998 0.907060 0.157806
H -1.145797 2.374084 -0.592295
H 1.124115 1.166276 1.088269
H -0.855147 -0.867530 0.103643
H 0.735073 -1.042714 -0.327933
H 0.078703 -0.303075 2.461061
H -0.119793 -1.930323 2.184681
H 1.524747 -1.064398 1.839777
H 0.702641 2.153129 -1.608580
H 1.152661 0.418284 -1.691461
H 2.090843 1.735196 -0.761229
H -1.810460 -2.976983 -1.665212
H -0.436386 -2.797040 -2.191174
O -1.152212 -2.280614 -1.790616

Forces on the atoms, in the same order (eV/Å):
C -2.337 -1.020 1.472
C -1.054 -0.978 -2.944
N 0.365 2.134 0.400
C -1.571 1.435 1.069
C 2.177 -1.484 0.633
H 0.244 0.118 0.199
H 0.878 0.919 -0.047
H 0.633 -0.214 0.041
H -0.460 0.108 0.653
H 0.631 0.124 -0.016
H -0.202 -0.364 0.192
H 0.412 -0.203 -0.677
H 0.772 -0.496 -0.958
H 0.470 -0.711 0.290
H -1.008 0.279 -0.255
H 0.243 1.144 0.446
H -0.223 -0.814 -0.581
H -0.272 0.265 0.057
H -0.006 0.341 -0.084
O 0.308 -0.584 0.112

## Properties
Total charge   +1

***

These records have energy above the lowest of the compared OMol25 structures with the same formula, charge and spin values of 105.0 260.2 155.7 kJ/mol, in the order they appear.
These records have max |F| values of 0.02430 0.02813 0.06372 Eh/bohr, in the order they appear.